80
Properties=species:S:1:pos:R:3:mulliken_spin:R:1 method="wB97M-V/def2-TZVPD" homo_lumo_gap_ev="5.09 / 6.41" multiplicity=5 e_above_lowest_kcal_mol=6.0
Pd -0.24 -0.12 0.78 0.62
O 4.49 2.99 -2.89 0.04
C 3.65 2.42 -2.27 0.01
S 1.91 2.78 -2.39 0.02
C 1.38 1.57 -1.26 0.14
C 2.37 0.79 -0.66 0.15
S 2.02 -0.47 0.42 0.31
S 4.01 1.11 -1.11 0.03
S -0.28 1.33 -1.03 0.33
C -8.90 1.08 0.11 -0.02
C -7.54 0.61 0.55 0.34
C -6.93 -0.53 -0.01 -0.08
C -5.69 -0.94 0.35 0.39
C -4.85 -0.20 1.34 -0.02
C -5.59 0.94 1.94 0.33
C -6.83 1.31 1.55 -0.10
S -3.40 0.51 0.34 0.05
O -3.06 -0.45 -0.67 0.03
O -3.77 1.85 -0.04 0.01
N -2.13 0.55 1.37 0.04
C -1.71 1.73 1.99 -0.01
C -2.48 2.79 2.48 0.01
C -1.82 3.84 3.09 0.00
C -0.43 3.83 3.21 0.01
C 0.25 2.76 2.70 0.00
N -0.37 1.74 2.11 0.14
H -9.42 0.30 -0.46 0.00
H -8.82 1.96 -0.53 0.03
H -9.52 1.35 0.96 0.02
H -7.48 -1.11 -0.75 0.00
H -5.24 -1.82 -0.10 0.03
H -5.10 1.47 2.76 0.03
H -7.31 2.16 2.04 0.00
H -3.54 2.80 2.33 0.00
H -2.39 4.68 3.46 0.00
H 0.09 4.65 3.69 0.00
H 1.33 2.69 2.75 0.00
O -0.24 -1.52 2.33 0.05
C -0.36 -2.54 1.57 0.01
O -0.45 -2.38 0.33 0.12
C -0.32 -3.92 2.17 -0.01
C -1.05 -4.96 1.31 0.00
Ge -2.96 -5.25 1.70 -0.01
C -3.85 -5.88 0.07 0.00
C -3.86 -7.23 -0.28 0.00
C -4.46 -7.66 -1.46 0.00
C -5.05 -6.73 -2.31 0.00
C -5.05 -5.39 -1.97 0.00
C -4.45 -4.97 -0.79 0.00
C -3.11 -6.65 3.06 0.00
C -4.27 -7.41 3.19 0.01
C -4.38 -8.39 4.17 0.00
C -3.33 -8.62 5.05 0.00
C -2.17 -7.87 4.93 0.00
C -2.06 -6.90 3.95 0.00
C -3.89 -3.65 2.37 -0.08
C -4.89 -3.86 3.35 0.40
C -5.65 -2.77 3.84 -0.08
C -5.40 -1.50 3.43 0.31
C -4.31 -1.17 2.46 -0.03
C -3.62 -2.39 1.91 0.24
H -0.67 -3.85 3.20 0.01
H 0.75 -4.17 2.21 0.00
H -0.59 -5.94 1.42 0.00
H -0.95 -4.69 0.26 0.00
H -3.41 -7.96 0.38 0.00
H -4.46 -8.71 -1.71 0.00
H -5.51 -7.06 -3.23 0.00
H -5.51 -4.66 -2.64 0.00
H -4.46 -3.91 -0.54 -0.01
H -5.10 -7.25 2.50 0.00
H -5.29 -8.97 4.25 0.00
H -3.42 -9.38 5.81 0.00
H -1.34 -8.05 5.61 0.00
H -1.14 -6.33 3.87 0.00
H -5.09 -4.86 3.72 0.05
H -6.44 -2.95 4.56 0.00
H -5.99 -0.68 3.82 0.01
H -3.54 -0.58 3.00 0.10
H -2.89 -2.23 1.13 0.03